# C48H114Cl6N6O22P4

A cluster of 13 separate species, C48H114Cl6N6O22P4 in total in a non-equilibrium geometry (the ωB97M-V functional and the def2-TZVPD basis, the OMol25 dataset).

The geometry in XYZ format:
```
200
Properties=species:S:1:pos:R:3:forces:R:3
Cl 9.230635 -1.430004 -2.356829 0.911 -1.287 0.105
Cl 5.694834 2.344305 -4.994968 0.913 0.563 -0.440
Cl -2.367522 -2.893827 10.015688 0.152 0.023 -0.494
Cl 9.409326 1.662278 -3.445326 0.065 -0.054 0.219
Cl 3.323405 3.348179 -3.209779 -0.301 1.793 1.139
Cl -1.741351 -2.136569 6.075762 0.332 -0.373 -0.082
P 0.709563 -0.089500 -7.097314 -0.412 -0.645 -1.310
P -2.311909 7.517993 0.191907 -1.437 1.764 -0.180
P 0.649415 -1.322819 0.396848 0.635 0.297 -0.422
P -5.641783 0.065436 6.312651 1.401 0.098 -0.786
O -0.473605 -1.093009 -7.551903 -0.529 -0.003 0.793
O -1.999243 8.332679 -1.028994 -0.312 -1.311 1.907
O -4.275253 0.552101 5.569025 -1.344 -1.368 0.662
O -5.632744 0.319897 7.745920 -0.559 0.464 0.098
O -5.505562 -5.159525 3.276146 0.151 0.962 -1.656
O -2.558824 5.948694 -0.105194 0.223 1.643 1.459
O -5.716721 -1.496813 5.957264 1.095 1.068 -0.300
O 0.141943 -0.814680 1.839623 0.430 -1.545 -0.422
O 1.034318 -0.197275 -5.649255 -0.513 0.259 -1.417
O -6.805859 0.746234 5.438787 1.029 -0.502 2.284
O 0.222372 1.345290 -7.671442 0.687 -0.885 0.433
O 1.063434 2.727620 3.694147 -0.417 -1.399 -2.437
O 1.868825 -0.486902 -8.150030 -0.722 0.681 0.605
O 5.695472 1.409705 0.832741 0.050 0.304 -0.735
O 5.116639 -2.828493 -4.000760 -0.677 -2.285 -0.837
O -0.049641 -2.529424 -0.066571 -0.339 0.246 -0.443
O -3.649885 8.056100 1.041421 1.629 -0.208 -1.824
O -1.248865 7.506644 1.395783 -2.114 0.252 -0.901
O 2.209842 -1.551081 0.611353 -0.745 0.737 0.250
O 1.146943 -4.272340 -6.148559 0.281 -0.634 -1.330
O 2.344070 -5.040532 5.657405 -1.052 -0.499 0.620
O 0.564219 0.005399 -0.544965 -0.232 0.026 1.460
N -4.437018 -3.867193 1.681767 0.998 0.808 -1.299
N 4.410427 -5.014244 -4.257306 -0.252 -2.658 1.126
N 2.343551 3.043563 1.839500 -0.424 -1.523 -2.220
N 0.273219 -4.997897 4.783633 -0.586 -0.872 0.233
N 6.707804 1.980525 2.787418 0.665 2.013 -1.390
N 0.112132 -4.264938 -4.155043 -2.323 0.751 1.525
C 3.118132 -2.352229 -0.187548 0.549 0.911 -0.880
C 6.993051 1.665794 4.121767 -0.243 -1.213 1.640
C 8.523210 1.089382 -2.017481 -0.938 -0.718 0.574
C 0.549803 -4.018080 3.703922 -1.545 -0.583 0.795
C 0.712139 6.893579 2.593597 -0.197 0.672 0.532
C 3.213727 4.139678 2.268027 -0.815 -0.607 0.225
C -1.198956 -1.246144 2.221971 -2.274 3.186 -1.102
C -1.138377 -5.419528 4.796423 0.143 0.332 0.302
C 1.158908 -5.381943 5.720809 1.742 0.782 -1.052
C 3.332758 1.774750 -3.880428 -0.503 -1.177 -0.128
C -5.470121 -4.224006 2.460786 0.227 -1.117 2.298
C 7.907707 -0.316911 -2.240141 0.333 1.793 -0.619
C 2.301579 -1.878166 -8.227670 0.298 -0.141 1.754
C 3.591711 -2.094698 -7.413758 -0.258 -0.246 -0.888
C -0.132509 6.712481 1.322098 3.619 -0.605 0.650
C -2.432310 -1.975047 -8.837958 0.756 -0.650 0.879
C 4.137936 -5.284554 -2.810762 -0.193 0.399 -0.480
C -7.451573 -2.422138 7.448679 0.152 -0.268 0.873
C -2.688244 -3.153279 7.229751 0.243 1.361 0.628
C 6.073411 1.151398 1.953676 -0.211 -0.782 0.262
C -1.168583 -1.118116 -8.826598 0.064 0.678 -0.281
C -0.355376 1.407241 -2.401309 0.171 2.562 0.926
C -2.967494 -2.188972 8.444988 -1.030 -0.734 0.706
C -0.551883 -5.564831 -4.206525 1.687 -0.435 0.096
C -6.942192 0.482662 4.085128 -1.891 0.246 -2.037
C -0.298008 -3.671376 -2.871727 0.909 1.434 -0.071
C 1.321713 2.384624 2.516628 2.354 2.874 2.030
C -3.909176 9.510936 1.193997 -0.907 -0.888 0.939
C -3.243104 9.928554 2.495042 -0.048 0.432 -1.155
C -6.640217 1.730874 3.299097 0.257 0.146 -0.555
C 0.107126 0.099444 -1.917391 0.387 -2.859 -0.068
C -2.264694 1.844361 5.448541 -1.055 -0.874 0.703
C -3.761311 1.843310 5.859389 1.095 2.067 -0.571
C 2.734381 2.605668 0.443142 0.646 0.563 1.262
C 4.346300 -6.230550 -5.114552 -1.283 0.239 0.212
C -3.492012 4.085745 -1.198603 -0.796 0.352 1.192
C 0.813827 -3.676323 -5.155892 -0.246 -0.028 1.097
C -4.523651 -2.602585 0.886168 0.040 -1.544 -0.317
C -3.295430 -4.714305 1.262242 -0.066 0.086 0.223
C -2.093672 -0.159037 1.492757 0.518 -0.974 -0.269
C -2.202636 1.912735 -7.268152 1.734 -0.174 1.015
C -0.665136 2.207023 -6.930189 -1.688 -0.481 -0.421
C 4.960096 -3.893910 -4.658699 1.634 3.616 0.522
C -3.127224 5.558993 -1.341902 -0.219 -1.043 -0.466
C 4.302109 -1.428369 -0.662920 -0.597 0.308 1.052
C -6.965665 -2.132929 6.061896 -1.584 -0.907 -0.503
C 6.906689 3.387175 2.393514 -1.151 -0.038 0.901
C 4.733642 1.261268 -4.040793 -0.774 -1.319 -0.622
H -1.653040 -2.175845 1.879077 1.358 -0.512 -0.034
H 4.236823 3.903325 1.975601 0.069 -0.319 0.560
H -4.285376 2.565546 5.233423 -0.219 0.020 -0.173
H -1.898236 0.958476 5.967193 0.402 -0.337 -0.604
H 4.019348 -4.354599 -2.254682 -0.049 0.052 -0.370
H -3.519004 9.130273 3.184046 0.787 0.090 0.214
H -0.413474 2.147162 -5.871332 -0.165 0.067 -0.004
H 0.924664 1.580559 1.877850 -0.405 0.027 0.549
H -0.623547 1.497285 -3.453963 0.208 -0.693 0.010
H 4.783458 -0.949455 0.189759 0.409 -0.604 0.278
H -2.591368 0.962716 -6.901485 0.516 -0.411 -0.275
H -2.575415 -1.172577 8.408673 0.484 -0.448 -0.553
H -7.862037 -1.577256 8.001670 0.241 0.065 -0.073
H 6.226005 3.908929 3.066237 -0.163 0.503 -0.115
H -2.142708 -4.025966 7.588801 0.409 0.305 -0.187
H -2.268748 1.768955 4.361159 0.625 -0.207 0.113
H 0.977191 -0.256973 -2.468795 -0.130 0.188 -0.572
H -3.520790 -2.260892 0.630012 -0.020 0.068 0.446
H 2.651874 -2.765095 -1.082106 -0.494 0.113 0.056
H 3.029249 5.052662 1.701878 -0.465 0.112 0.041
H -3.740157 10.093387 0.288311 0.537 -0.280 0.064
H 7.265185 -0.599307 -1.406158 -0.135 0.100 -0.271
H -3.690696 3.552369 -2.128195 0.531 -0.045 0.109
H 1.567345 -3.647630 3.579525 -0.247 -0.234 0.536
H 7.743436 1.818535 -1.797519 -0.020 -0.038 -0.099
H -3.672774 10.854150 2.878145 0.014 0.111 -0.132
H -6.932756 1.674196 2.250621 0.089 -0.530 -0.124
H -3.409739 -5.769012 1.512513 -0.252 0.256 0.326
H -0.650915 -0.677438 -2.017077 -0.222 0.049 -0.188
H -1.357870 -5.745328 3.779678 -0.567 0.223 0.120
H 4.422714 -1.524823 -7.829435 0.079 -0.085 0.133
H -6.297291 -3.497502 2.447433 0.004 0.075 -0.267
H 3.242897 -5.894864 -2.690234 -0.171 0.175 -0.301
H -3.113957 -4.662846 0.188693 -0.671 0.098 -0.277
H -1.492784 -6.186479 5.485104 1.229 -0.706 0.034
H -2.195681 10.099111 2.246219 0.217 -0.355 0.896
H -5.557072 1.848611 3.331231 -0.029 0.610 0.004
H 2.735195 1.840193 -4.789676 0.493 -0.307 -0.236
H -1.524590 -5.617718 -3.717501 -0.505 0.804 -0.893
H -2.262996 1.980047 -8.354396 -0.544 0.185 0.183
H 0.754575 -6.042156 6.503656 -0.050 0.066 -0.050
H -2.817423 2.605383 -6.693385 0.064 0.590 -0.565
H 3.047965 4.293295 3.334341 0.322 0.139 -0.071
H 0.153282 -4.435064 2.778177 0.422 -0.221 -0.272
H -0.211622 -3.286653 3.974741 0.595 1.001 -0.409
H -1.396298 -1.116199 3.286055 0.908 -0.177 0.051
H 3.777652 -3.166547 -7.481957 0.341 -0.090 -0.226
H 2.801535 1.075976 -3.234185 -0.070 0.083 0.183
H 3.336716 -3.198590 0.463603 0.668 0.170 -0.132
H -1.773016 -4.628856 5.196643 -0.069 0.598 -1.020
H -2.214552 -3.021239 -8.623088 0.147 -0.072 -0.011
H -2.375958 5.756221 -2.106634 -0.465 0.177 -0.277
H -1.598243 2.628270 5.808280 -0.620 0.459 -0.180
H 1.637077 6.318813 2.546325 -0.529 -0.537 0.282
H 4.552861 -6.131989 -6.180248 0.754 0.719 0.270
H -6.913712 -3.109778 5.581094 0.571 0.133 -0.350
H 5.891961 0.150675 2.375374 0.109 -0.030 0.238
H -0.278149 5.642138 1.176293 -0.832 -0.029 0.213
H 5.025765 -1.836833 -1.368300 -0.160 -0.570 0.250
H 6.596710 0.659397 4.256606 0.674 -0.331 0.325
H 3.965809 -0.502580 -1.129739 -0.837 -0.236 -0.430
H -0.440268 -1.401952 -9.586270 -0.088 -0.205 -0.062
H -1.678682 0.841416 1.615149 -0.428 0.039 0.598
H -4.944385 -2.904550 -0.072956 -0.379 0.453 -0.180
H -7.717936 -1.574561 5.504773 -0.047 0.145 -0.050
H -0.046248 -2.618218 -2.746928 0.837 -0.104 -0.349
H -1.520854 -0.116777 -9.074256 0.399 0.249 0.110
H -8.204625 -3.209764 7.423063 -0.205 0.114 -0.239
H -4.110201 6.011810 -1.471511 0.493 0.887 -0.498
H 5.220078 0.979574 -3.106909 -0.039 0.442 0.052
H -0.012376 -6.135564 -3.450685 0.476 -0.845 -0.399
H 2.398751 1.627715 0.098101 -0.731 0.233 0.331
H 3.817021 2.486637 0.485847 0.033 0.087 -0.208
H 9.161214 0.993062 -1.138975 0.320 0.368 -0.257
H 4.622199 0.349150 -4.627063 0.222 -0.214 0.077
H -2.005792 -0.321129 0.418469 0.114 -0.238 -0.248
H 0.163800 -4.215710 -2.047994 -0.104 0.004 0.034
H -4.436882 4.119028 -0.656186 -0.404 -0.220 -0.161
H 0.105154 6.780512 3.491863 0.037 -1.128 0.031
H -5.106063 -1.815294 1.364769 0.071 -0.237 0.052
H -3.495971 -3.525722 6.599692 -0.522 0.402 0.653
H 3.507160 -1.927400 -6.339998 -0.358 0.464 -0.117
H -4.013533 -2.021195 8.701404 -0.183 -0.322 -0.635
H 2.530232 3.416563 -0.256043 -0.287 -0.206 -0.183
H 5.387470 -3.913156 -5.673186 -0.400 -0.262 -0.108
H 7.875273 3.817768 2.647545 0.322 -0.591 -0.416
H 8.038274 1.780095 4.409079 0.207 -0.398 -0.370
H -0.458461 -5.979693 -5.210143 -0.283 -0.196 0.274
H 4.925368 -5.840600 -2.301982 0.415 -0.015 -0.431
H 7.459051 -0.319536 -3.233519 -0.617 -0.158 0.362
H -7.994165 0.222191 3.968521 -0.237 0.018 -0.143
H 1.587614 -2.540134 -7.737605 -0.440 0.138 -0.255
H -1.151659 1.894942 -1.839008 -0.556 -0.684 0.203
H -6.629197 -2.875374 8.002180 0.087 0.217 0.267
H -6.431580 -0.367224 3.632278 0.682 -0.138 0.716
H -3.905554 2.234617 6.866443 -0.114 -0.847 0.352
H 6.464208 2.212155 4.902732 -0.470 0.688 -0.401
H -2.339634 -4.341317 1.630262 -0.092 0.027 0.621
H 1.091775 7.883435 2.846883 -0.144 0.653 -1.082
H -7.198747 2.603699 3.637198 0.345 -0.030 0.532
H -3.104745 -1.651081 -8.043616 -0.147 0.182 -0.178
H 2.366100 -2.172300 -9.275251 0.244 0.367 0.044
H 0.539268 6.975837 0.505109 -0.246 0.422 -0.472
H -2.926737 -1.957698 -9.809212 0.083 0.337 0.043
H -1.366601 -3.572153 -2.681051 -0.318 -0.835 -0.485
H -3.159795 -0.294523 1.674784 0.088 0.474 0.550
H 4.869129 -7.090710 -4.696377 0.336 0.296 0.094
H -2.888848 3.612448 -0.423825 0.704 -0.426 -0.747
H 6.564901 3.571337 1.374999 0.431 -0.207 0.063
H 3.294844 -6.511024 -5.176803 -0.213 -0.136 0.356
H 0.416373 2.153299 -2.211827 0.536 0.005 -0.363
H 1.123272 -2.631053 -5.001399 -0.256 0.018 0.427
H -4.971849 9.578016 1.427070 -0.218 -0.354 -0.537
H -0.519443 3.216312 -7.315171 0.472 -0.099 0.187
```
Positions in Å, forces in eV/Å.

Output
E_LUMO, eV: 0.024
Max |F|, eV/A: 4.234
HOMO-LUMO gap, eV: 8.9305
ΔE to the lowest compared entry with this formula, charge and spin, kJ/mol: 467.4
Electronic energy, Ha: -8007.94382